Record 1
This record from the OMol25 dataset describes a structure of composition C9H15O7Rb2 at a distorted geometry. The level of theory is ωB97M-V/def2-TZVPD.

Last column: natural (NBO) charge in e.
Positions of all 33 atoms, in Å:
Rb -3.997 4.417 -8.809  0.880
Rb -2.292 10.207 -6.542  0.946
O -0.301 4.812 -4.751  -0.903
O 0.538 1.493 3.585  -0.512
O 2.133 -6.660 -3.400  -0.565
O 0.503 -6.406 -1.762  -0.499
O 1.737 -0.226 4.679  -0.582
O 1.151 -4.711 -3.009  -0.491
O 1.743 1.909 5.335  -0.476
C 1.113 3.116 5.054  -0.106
C 1.357 -6.015 -2.761  0.978
C -0.546 -5.297 0.032  -0.630
C 0.144 -4.167 -2.200  -0.099
C 0.457 2.918 3.663  0.079
C 1.356 0.940 4.560  0.977
C -0.452 -5.417 -1.477  0.072
C 0.017 3.683 -4.046  -0.238
C -1.055 3.289 3.700  -0.627
H 0.406 3.416 5.827  0.199
H 0.777 3.825 -3.278  0.124
H -0.876 3.127 -3.761  0.104
H 0.565 -3.437 -1.509  0.182
H 0.966 3.446 2.857  0.189
H -1.239 4.318 4.010  0.213
H -0.887 -6.294 0.309  0.230
H -1.486 2.691 4.503  0.215
H 1.950 3.757 4.777  0.202
H -1.438 -5.730 -1.821  0.183
H -1.594 3.100 2.772  0.227
H -1.114 -4.404 0.292  0.220
H -0.485 -3.511 -2.801  0.197
H 0.383 -5.020 0.531  0.223
H 0.466 2.834 -4.561  0.088

Computed properties:
HOMO level in eV: -7.207
Energy in eV: -25208.851
Kohn-Sham gap in eV: 2.602
Charge: +1
E_LUMO in eV: -4.61


Record 2
This record from the OMol25 dataset describes the molecule C9H15P3 at a distorted geometry. The level of theory is ωB97M-V/def2-TZVPD.

Last column: natural (NBO) charge in e.
Positions of all 27 atoms, in Å:
P 0.935 2.266 0.326  0.600
P -1.147 -1.464 -0.292  0.614
P -2.087 1.678 0.764  0.601
C 2.170 0.940 0.064  -0.263
C 0.049 -0.084 -0.092  -0.362
C -1.200 -2.017 1.562  -0.912
C -0.447 1.073 0.359  -0.613
C 3.620 0.997 -0.087  -0.653
C -3.057 0.628 -1.632  -0.695
C 2.130 -1.419 -0.837  -0.640
C -3.047 0.437 -0.183  -0.502
C 1.456 -0.185 -0.320  -0.051
H -2.241 0.848 1.962  -0.026
H -3.693 -0.033 -2.246  0.230
H -4.009 0.043 0.310  0.225
H 4.027 0.293 0.642  0.228
H 2.651 -1.214 -1.791  0.227
H 2.965 -1.584 -0.054  0.217
H -3.527 1.535 -1.899  0.210
H 1.474 -2.253 -0.855  0.229
H 0.871 2.334 1.741  -0.005
H 4.034 2.029 -0.004  0.230
H -2.376 -1.999 1.802  0.233
H -1.895 0.728 -1.920  0.214
H 3.883 0.645 -1.157  0.216
H -0.884 -2.993 1.827  0.227
H -0.656 -1.231 2.010  0.220

Computed properties:
HOMO level (alpha / beta) in eV: -7.495 / -7.495
Energy in eV: -37438.086
Kohn-Sham gap (alpha / beta) in eV: 7.294 / 7.295
E_LUMO (alpha / beta) in eV: -0.20 / -0.20
SMILES string: CC=[PH]=C1PC(C)=C(C)/C1=P/C


Record 3
This record from the OMol25 dataset describes a structure of composition C9H16 at a distorted geometry. The level of theory is ωB97M-V/def2-TZVPD.

Last column: natural (NBO) charge in e.
Positions of all 25 atoms, in Å:
C 1.374 -0.022 0.199  0.081
C -2.327 0.316 -1.621  -0.658
C -0.119 -1.271 0.563  -0.258
C -1.878 0.724 -0.252  -0.199
C 2.041 -0.034 1.563  -0.631
C -0.050 -2.451 0.874  -0.230
C 2.126 -0.814 -0.857  -0.631
C 0.814 1.212 -0.220  -0.585
C -2.648 1.260 0.688  -0.406
H -3.713 1.416 0.537  0.191
H -2.135 -0.746 -1.790  0.222
H 0.065 -3.469 1.155  0.232
H 3.081 -0.323 -1.066  0.214
H 1.426 0.466 2.312  0.218
H -2.252 1.546 1.656  0.197
H 2.325 -1.829 -0.515  0.216
H -0.583 1.018 -0.212  0.258
H 2.224 -1.055 1.898  0.216
H 0.851 2.049 0.471  0.223
H 0.937 1.499 -1.260  0.221
H 1.562 -0.869 -1.789  0.218
H -0.947 -0.478 0.319  0.245
H -1.777 0.865 -2.391  0.216
H 3.000 0.492 1.503  0.214
H -3.395 0.498 -1.765  0.213

Computed properties:
HOMO level (alpha / beta) in eV: -7.585 / -7.585
Energy in eV: -9585.880
Kohn-Sham gap (alpha / beta) in eV: 7.870 / 7.870
E_LUMO (alpha / beta) in eV: 0.28 / 0.28


Record 4
This record from the OMol25 dataset describes the molecule C9H16 at a distorted geometry. The level of theory is ωB97M-V/def2-TZVPD.

Last column: natural (NBO) charge in e.
Positions of all 25 atoms, in Å:
C 0.353 2.435 -0.716  -0.649
C 2.022 0.573 1.106  -0.654
C 1.094 -0.998 -0.764  -0.184
C 1.073 0.101 0.000  -0.005
C -1.353 0.873 0.167  -0.172
C -1.869 -0.466 0.738  -0.429
C 1.745 -2.323 -0.319  -0.643
C -2.918 -1.039 -0.167  -0.601
C -0.083 1.087 -0.172  -0.028
H -1.018 -1.118 0.860  0.215
H -2.473 -1.215 -1.124  0.208
H -2.272 -0.232 1.747  0.201
H 0.978 -3.077 -0.083  0.217
H 0.642 -1.054 -1.703  0.196
H 0.586 3.158 0.135  0.209
H 2.383 -2.662 -1.104  0.211
H 1.616 0.300 2.130  0.224
H 2.266 -2.118 0.638  0.207
H -0.358 2.996 -1.342  0.222
H 2.168 1.629 0.907  0.223
H -3.766 -0.337 -0.259  0.201
H -2.019 1.725 -0.031  0.198
H 2.990 0.114 0.980  0.215
H -3.400 -1.921 0.253  0.207
H 1.284 2.356 -1.233  0.212

Computed properties:
HOMO level in eV: -8.589
Energy in eV: -9590.803
Kohn-Sham gap in eV: 9.590
E_LUMO in eV: 1.00
SMILES string: C/C=C(C)/C(C)=C\CC


Record 5
This record from the OMol25 dataset describes a structure of composition C9H16AsF9KO7S3 at a distorted geometry. The level of theory is ωB97M-V/def2-TZVPD.

Last column: natural (NBO) charge in e.
Positions of all 46 atoms, in Å:
As -3.172 2.307 -1.360  2.828
K -1.740 -0.370 1.024  0.971
S -3.243 -2.433 4.238  2.331
S 1.263 -2.030 -0.480  2.145
S 1.188 2.465 -0.069  2.178
F -3.096 4.044 -1.692  -0.640
F -3.759 2.021 -2.994  -0.628
F -4.708 -4.473 3.204  -0.331
F -1.540 2.164 -1.995  -0.645
F -4.822 2.487 -0.843  -0.619
F -3.312 0.594 -1.000  -0.647
F -5.876 -2.704 3.718  -0.332
F -2.526 2.652 0.217  -0.634
F -5.079 -3.987 5.317  -0.331
O -3.159 -1.777 2.946  -1.058
O -3.468 -1.555 5.370  -0.974
O 0.924 -0.946 -1.371  -0.942
O 2.330 2.719 0.784  -0.965
O 0.302 -2.405 0.536  -0.946
O -2.188 -3.429 4.436  -0.992
O 0.220 1.464 0.310  -0.973
C 2.001 3.572 -2.284  -0.408
C -4.824 -3.466 4.098  0.698
C 2.925 -1.652 0.196  -0.663
C 3.014 -4.063 -0.528  -0.424
C 0.819 4.439 -1.827  -0.402
C 3.675 -2.989 0.316  -0.415
C 1.760 2.173 -1.743  -0.666
C 1.876 -3.494 -1.393  -0.645
C 0.393 4.045 -0.407  -0.688
H 4.719 -2.802 0.059  0.214
H 2.929 -0.920 1.003  0.270
H 2.932 3.960 -1.855  0.204
H 2.525 -4.802 0.104  0.233
H -0.682 3.856 -0.388  0.290
H 2.150 -3.100 -2.372  0.239
H 3.405 -1.080 -0.604  0.231
H 1.109 5.488 -1.854  0.214
H 0.608 4.796 0.347  0.246
H 2.552 1.433 -1.688  0.244
H 2.139 3.649 -3.362  0.221
H 3.788 -4.499 -1.155  0.225
H 0.990 -4.101 -1.573  0.255
H 0.873 1.746 -2.221  0.266
H 0.011 4.261 -2.537  0.236
H 3.772 -3.260 1.370  0.227

Computed properties:
HOMO level in eV: -6.448
Energy in eV: -158059.808
Kohn-Sham gap in eV: 8.057
Charge: -1
E_LUMO in eV: 1.61


Record 6
This record from the OMol25 dataset describes a cluster of 2 separate species, C9H16ClNO3 in total at a distorted geometry. The level of theory is ωB97M-V/def2-TZVPD.

Last column: natural (NBO) charge in e.
Positions of all 30 atoms, in Å:
Cl 0.430 3.319 2.313  0.037
O 1.047 -0.775 0.950  -0.655
O -0.958 0.982 2.028  -0.634
O -0.068 -2.313 -0.292  -0.529
N 0.598 1.999 0.028  -0.407
C 1.087 -3.198 -0.245  -0.083
C -1.739 0.389 1.200  0.446
C 1.453 -3.560 -1.658  -0.624
C 0.028 -1.121 0.358  0.768
C 0.113 1.906 -1.350  -0.390
C 2.037 1.878 0.252  -0.421
C -0.230 2.414 0.979  0.268
C -3.204 0.684 1.200  -0.680
C -1.221 -0.389 0.192  -0.521
H 2.475 1.466 -0.660  0.212
H 1.598 -2.659 -2.264  0.210
H 0.664 -4.168 -2.110  0.209
H 2.378 -4.135 -1.663  0.212
H 2.478 2.861 0.463  0.204
H 0.884 2.301 -2.022  0.202
H -3.372 1.726 0.887  0.209
H -0.808 2.493 -1.446  0.206
H -1.206 2.787 0.655  0.213
H -3.745 0.019 0.514  0.219
H 2.217 1.194 1.087  0.261
H 1.910 -2.707 0.277  0.213
H 0.759 -4.071 0.323  0.181
H -3.622 0.574 2.209  0.235
H -0.097 0.859 -1.614  0.225
H -1.887 -0.754 -0.590  0.214

Computed properties:
HOMO level in eV: -8.109
Energy in eV: -29745.703
Kohn-Sham gap in eV: 8.724
E_LUMO in eV: 0.62


Record 7
This record from the OMol25 dataset describes the ion C9H16FN2 with charge +1 at a distorted geometry. The level of theory is ωB97M-V/def2-TZVPD.

Last column: natural (NBO) charge in e.
Positions of all 28 atoms, in Å:
F 2.154 -0.538 1.474  -0.343
N -3.123 0.412 -1.044  -0.298
N 0.996 -0.507 -0.979  -0.362
C 0.553 0.761 2.540  -0.144
C 0.944 0.088 1.451  0.287
C -1.091 0.200 0.058  -0.172
C 0.225 -0.055 0.196  0.081
C 1.355 -1.940 -0.909  -0.425
C 1.333 0.854 3.793  -0.655
C -1.893 0.137 -1.136  0.020
C -3.992 0.386 -2.155  -0.450
C 2.168 0.347 -1.265  -0.427
H -4.447 1.374 -2.243  0.236
H 0.735 0.479 4.623  0.245
H -0.389 1.284 2.513  0.222
H 0.341 -0.402 -1.767  0.445
H -4.804 -0.306 -1.925  0.236
H 2.935 0.207 -0.507  0.254
H 2.262 0.294 3.739  0.235
H 1.866 1.393 -1.277  0.242
H -1.657 0.490 0.929  0.260
H -3.513 0.104 -3.102  0.176
H 2.081 -2.111 -0.118  0.255
H 1.788 -2.256 -1.857  0.235
H 1.553 1.899 4.013  0.245
H -1.431 -0.145 -2.105  0.125
H 2.585 0.083 -2.235  0.237
H 0.464 -2.532 -0.707  0.241

Computed properties:
HOMO level in eV: -12.394
Energy in eV: -15281.924
Kohn-Sham gap in eV: 8.485
Charge: +1
E_LUMO in eV: -3.91
SMILES string: C/C=C(F)/C(=C/C=N/C)[NH+](C)C


Record 8
This record from the OMol25 dataset describes a cluster of 3 separate species, C9H16FNO11PS in total at a distorted geometry. The level of theory is ωB97M-V/def2-TZVPD.

Last column: natural (NBO) charge in e.
Positions of all 40 atoms, in Å:
S 1.176 -1.399 3.239  0.459
P 1.627 0.625 3.869  2.002
F 3.208 -1.371 0.138  -0.342
O 2.898 1.291 3.107  -0.917
O -2.947 1.722 -5.915  -0.472
O 2.810 -2.536 5.071  -0.272
O -1.636 0.458 -4.608  -0.506
O -3.812 0.731 -4.084  -0.586
O -0.937 0.281 -0.482  -0.490
O 2.993 -3.852 5.480  -0.396
O -1.292 -0.237 1.685  -0.672
O -2.853 0.863 0.492  -0.452
O 1.989 0.395 0.370  -0.445
O 1.990 0.689 5.468  -0.929
N 0.363 1.474 3.557  -1.222
C -2.835 1.523 -0.781  -0.109
C -1.608 1.927 -6.366  -0.103
C 2.088 -0.722 0.620  0.842
C 1.060 -1.565 1.402  -0.662
C -0.876 0.748 -5.783  -0.103
C -2.889 0.951 -4.804  0.968
C 2.611 -2.519 3.674  -0.197
C -1.666 0.263 0.650  1.007
C -1.797 0.745 -1.533  -0.103
H -3.813 1.483 -1.257  0.237
H -1.563 1.953 -7.453  0.216
H -1.249 1.356 -2.245  0.219
H -0.001 -1.305 1.084  0.355
H 1.243 -2.647 1.180  0.276
H -1.246 2.881 -5.974  0.189
H 3.516 -2.249 3.087  0.228
H 3.740 1.026 3.532  0.515
H 2.127 -4.125 5.845  0.473
H 2.285 -3.538 3.350  0.246
H -0.345 0.870 3.118  0.405
H -2.215 -0.116 -2.055  0.214
H -0.895 -0.125 -6.439  0.194
H -2.555 2.568 -0.633  0.196
H 1.144 0.506 5.925  0.529
H 0.158 0.979 -5.531  0.207

Computed properties:
HOMO level in eV: -13.102
Energy in eV: -56436.994
Kohn-Sham gap in eV: 9.147
Charge: +1
E_LUMO in eV: -3.96


How do the records compare in molar mass? In the order shown, they have 406.15; 216.14; 124.23; 124.23; 617.42; 221.68; 171.24; 396.26 g mol⁻¹.